{
  "formula": "C5H8N2O",
  "method": "the ωB97M-V functional and the def2-TZVPD basis",
  "smiles": "[H]/N=C1\\O[C@@]1(C)/N=C/C",
  "e_tot_ev": -10338.726,
  "gap_ev": [8.6, 8.6],
  "e_above_lowest_ev": 4.000,
  "mol_weight_g_mol": 112.13,
  "multiplicity": 1,
  "symbols": ["O", "N", "N", "C", "C", "C", "C", "C", "H", "H", "H", "H", "H", "H", "H", "H"],
  "xyz": [[0.29, 1.56, 0.74], [-1.01, 2.63, -0.93], [0.29, -0.77, 0.17], [-0.94, -1.03, -0.05], [2.32, 0.53, -0.17], [-1.61, -2.24, 0.50], [-0.42, 1.65, -0.43], [0.85, 0.45, 0.06], [2.51, 0.65, -1.24], [-2.04, -2.83, -0.31], [-0.95, 3.48, -0.36], [-1.52, -0.35, -0.69], [-2.44, -1.93, 1.13], [2.85, -0.35, 0.19], [-0.92, -2.85, 1.07], [2.75, 1.40, 0.33]],
  "mulliken_charge": [-0.41, -0.57, -0.42, 0.14, -1.19, -1.13, -0.08, 1.11, 0.27, 0.30, 0.25, 0.41, 0.30, 0.36, 0.30, 0.33]
}

---

{
  "formula": "C32H56BN10O2S",
  "method": "the ωB97M-V functional and the def2-TZVPD basis",
  "e_tot_ev": -64597.130,
  "gap_ev": 6.0,
  "mol_weight_g_mol": 655.75,
  "multiplicity": 1,
  "charge": -1,
  "symbols": ["S", "O", "O", "N", "N", "N", "N", "N", "N", "N", "N", "N", "N", "C", "C", "C", "C", "C", "C", "C", "C", "C", "C", "C", "C", "C", "C", "C", "C", "C", "C", "C", "C", "C", "C", "C", "C", "C", "C", "C", "C", "C", "C", "C", "C", "B", "H", "H", "H", "H", "H", "H", "H", "H", "H", "H", "H", "H", "H", "H", "H", "H", "H", "H", "H", "H", "H", "H", "H", "H", "H", "H", "H", "H", "H", "H", "H", "H", "H", "H", "H", "H", "H", "H", "H", "H", "H", "H", "H", "H", "H", "H", "H", "H", "H", "H", "H", "H", "H", "H", "H", "H"],
  "xyz": [[-4.09, -1.67, -0.58], [-3.34, 2.19, -2.91], [-2.08, 0.99, -1.27], [2.92, -3.84, -2.93], [0.89, 2.87, -8.44], [-1.76, 1.98, 3.74], [5.51, 1.07, 2.77], [-3.71, -5.71, 3.68], [-3.12, -1.92, 8.09], [4.38, -2.65, -1.43], [-1.88, -2.37, 3.46], [3.84, 1.52, 7.84], [1.72, 0.16, 3.04], [-3.86, -4.09, 0.86], [-4.06, -3.50, -0.54], [-2.69, 0.14, -2.20], [2.88, -1.60, 0.42], [-3.90, 0.93, -2.62], [0.04, 5.33, -8.38], [3.14, 0.77, 8.35], [7.14, -0.77, 1.93], [-0.18, 1.28, -5.52], [3.85, -3.19, -3.12], [0.89, 0.19, -5.52], [5.02, -2.37, -3.36], [0.53, 3.96, -8.43], [-2.81, -1.32, -1.83], [2.23, -0.17, 8.99], [1.09, 1.81, 4.95], [0.90, -1.08, -3.30], [-1.58, 2.79, 2.95], [-1.56, -1.54, 2.73], [1.47, 0.89, 3.89], [-2.29, -0.24, 6.29], [-2.75, -1.17, 7.31], [3.72, -2.19, -0.62], [0.27, 2.63, -4.98], [1.58, -0.01, -4.17], [-0.73, 2.68, -2.66], [-3.66, -4.87, 4.45], [-1.33, 3.77, 1.91], [-1.17, -0.48, 1.83], [6.24, 0.26, 2.41], [-3.53, -3.82, 5.46], [-0.77, 3.28, -4.08], [-2.19, 2.34, -1.96], [-4.97, -3.86, -1.02], [-2.04, 0.15, -3.09], [2.09, -1.00, -0.04], [-2.89, -3.78, 1.23], [-4.11, -2.96, 5.15], [-1.76, -0.79, 5.50], [-1.09, 0.98, -5.00], [-3.13, 0.28, 5.84], [1.67, 0.91, -3.60], [-1.61, 0.49, 6.73], [-4.55, 1.09, -1.74], [1.59, 0.38, -6.33], [-2.26, 4.25, 1.63], [-0.14, 3.35, -2.05], [2.59, -0.34, -4.36], [-1.86, -1.65, -1.42], [1.45, 0.37, 9.53], [1.65, 2.73, 4.84], [0.40, -0.75, -5.77], [-0.93, 5.39, -8.86], [-0.45, 0.17, 2.31], [-3.00, -1.89, -2.74], [0.47, 3.30, -5.82], [1.20, 2.57, -4.42], [2.78, -0.80, 9.68], [-0.19, 1.74, -2.73], [-3.90, -4.17, 6.42], [5.92, -2.91, -3.07], [-0.53, 4.34, -4.01], [-3.23, -3.82, -1.15], [3.48, -0.96, 1.06], [-2.05, 0.09, 1.55], [1.32, 1.38, 5.93], [7.31, -1.51, 2.72], [-0.62, 4.51, 2.27], [2.42, -2.39, 1.01], [-4.62, -3.79, 1.56], [8.09, -0.33, 1.64], [-4.49, 0.49, -3.42], [4.95, -1.46, -2.76], [-0.92, 3.26, 1.03], [0.74, 5.99, -8.89], [-0.12, -1.29, -3.60], [0.03, 2.01, 4.88], [0.94, -0.77, -2.26], [1.47, -1.99, -3.35], [-3.81, -5.17, 0.77], [5.08, -2.11, -4.41], [-0.47, 1.43, -6.56], [-0.05, 5.64, -7.34], [-2.49, -3.54, 5.55], [1.76, -0.80, 8.23], [-2.52, 3.27, -1.19], [-0.73, -0.89, 0.93], [6.71, -1.27, 1.06], [-1.75, 3.20, -4.54]],
  "mulliken_charge": [-0.18, -0.82, -0.16, -0.59, -0.39, -0.51, -0.34, -0.46, -0.48, -0.40, -0.41, -0.39, -0.47, -0.95, -0.48, 1.53, -0.39, -0.83, -0.81, 0.36, -0.68, -0.23, 0.49, -1.26, -0.92, 0.43, -1.08, -0.78, -0.43, -0.95, 0.59, 0.21, 0.59, -0.39, 0.16, 0.40, -0.45, -0.08, -0.08, 0.25, -0.83, 0.24, 0.31, -0.69, -0.75, 0.55, 0.40, -1.18, 0.01, 0.14, 0.26, 0.00, -0.04, 0.36, 0.35, 0.34, 0.38, 0.42, 0.33, 0.16, 0.17, 0.36, 0.26, 0.31, 0.45, 0.27, -0.28, 0.65, -0.04, 0.35, 0.32, -0.36, 0.44, 0.37, 0.45, 0.33, 0.14, 0.17, -0.04, 0.25, 0.35, 0.29, 0.28, 0.28, 0.28, 0.25, 0.09, 0.29, 0.44, 0.06, -0.27, 0.52, 0.40, 0.40, 0.52, 0.26, 0.19, 0.26, -0.42, 0.03, 0.19, 0.34]
}

---

{
  "formula": "C20H27N3O5S",
  "method": "the ωB97M-V functional and the def2-TZVPD basis",
  "smiles": "COCCCNC(=O)c1c[nH]c2ccc(S(=O)(=O)N3CCC(C)CC3)cc2c1=O",
  "e_tot_ev": -46721.993,
  "gap_ev": 8.9,
  "e_above_lowest_ev": 2.673,
  "mol_weight_g_mol": 421.52,
  "multiplicity": 1,
  "symbols": ["S", "O", "O", "O", "O", "O", "N", "N", "N", "C", "C", "C", "C", "C", "C", "C", "C", "C", "C", "C", "C", "C", "C", "C", "C", "C", "C", "C", "C", "H", "H", "H", "H", "H", "H", "H", "H", "H", "H", "H", "H", "H", "H", "H", "H", "H", "H", "H", "H", "H", "H", "H", "H", "H", "H", "H"],
  "xyz": [[-3.76, -0.76, 1.13], [4.81, -2.41, -0.45], [1.55, -0.04, 0.77], [-4.69, -1.67, 1.72], [7.45, 2.48, 0.60], [-3.37, 0.40, 1.88], [4.18, -0.43, 0.45], [-4.34, -0.38, -0.40], [1.01, -3.86, -0.52], [8.46, 1.77, 1.28], [-2.47, -2.97, 0.19], [-1.38, -3.71, -0.20], [-0.09, -3.14, -0.14], [-5.78, -0.33, -0.53], [5.50, 0.15, 0.46], [-1.05, -1.10, 0.73], [-3.66, 0.74, -1.03], [2.24, -3.33, -0.46], [5.60, 1.32, -0.52], [-2.30, -1.67, 0.65], [-5.70, 2.17, -0.72], [-6.35, 0.98, 0.00], [2.50, -2.07, -0.03], [0.08, -1.83, 0.33], [1.41, -1.20, 0.39], [-6.24, 3.50, -0.19], [7.02, 1.89, -0.62], [3.94, -1.66, -0.04], [-4.19, 2.09, -0.54], [6.20, -0.64, 0.18], [-6.17, -1.18, 0.03], [-5.78, 4.33, -0.71], [7.02, 2.69, -1.37], [0.88, -4.81, -0.85], [-6.02, 3.59, 0.88], [-0.92, -0.10, 1.11], [-7.43, 1.00, -0.14], [-7.32, 3.55, -0.32], [-3.94, 2.19, 0.51], [9.37, 1.70, 0.67], [-3.81, 0.64, -2.11], [7.71, 1.11, -0.94], [3.07, -3.96, -0.77], [8.14, 0.76, 1.55], [-3.47, -3.38, 0.16], [-5.94, 2.10, -1.79], [-6.03, -0.46, -1.59], [4.92, 2.12, -0.20], [-6.14, 1.05, 1.07], [5.29, 0.99, -1.51], [5.73, 0.50, 1.48], [-3.69, 2.89, -1.10], [-2.60, 0.63, -0.81], [8.67, 2.34, 2.18], [-1.49, -4.72, -0.56], [3.39, 0.14, 0.73]],
  "mulliken_charge": [1.51, -0.76, -0.88, -0.79, -0.35, -0.69, -0.06, 0.15, 0.00, -0.65, -0.73, -1.19, 0.20, -1.09, -0.95, -0.24, -0.93, -0.36, -0.40, -0.43, 0.52, -0.57, -0.58, 0.41, 1.39, -1.66, -0.63, 0.65, -0.73, 0.50, 0.48, 0.41, 0.33, 0.22, 0.36, 0.67, 0.43, 0.41, 0.27, 0.29, 0.46, 0.39, 0.48, 0.29, 0.52, 0.21, 0.42, 0.35, 0.26, 0.27, 0.17, 0.46, 0.32, 0.24, 0.35, 0.28]
}

---

{
  "formula": "C5H9NO",
  "method": "the ωB97M-V functional and the def2-TZVPD basis",
  "e_tot_ev": -8864.318,
  "gap_ev": 8.7,
  "e_above_lowest_ev": 4.895,
  "mol_weight_g_mol": 99.13,
  "multiplicity": 1,
  "symbols": ["O", "N", "C", "C", "C", "C", "C", "H", "H", "H", "H", "H", "H", "H", "H", "H"],
  "xyz": [[-0.18, 2.00, 0.66], [0.56, -2.64, 1.15], [-0.68, -0.36, 0.74], [0.01, -1.64, 0.99], [-1.43, -0.42, -0.61], [0.29, 0.79, 0.98], [1.67, 0.35, -0.62], [2.68, 0.77, -0.54], [1.44, 0.57, 0.69], [-1.41, -0.24, 1.54], [-2.18, -1.21, -0.60], [1.10, 0.87, -1.38], [-0.73, -0.61, -1.43], [1.71, -0.73, -0.79], [-1.95, 0.52, -0.81], [-0.92, 1.98, 0.03]],
  "mulliken_charge": [-0.34, -0.47, 0.47, 0.04, -1.30, -0.29, -1.11, 0.37, 0.36, 0.28, 0.39, 0.29, 0.31, 0.31, 0.40, 0.29]
}